Entry 1:
115
Properties=species:S:1:pos:R:3 method="wB97M-V/def2-TZVPD" total_energy_ev=-132253.338 total_charge=+1 lumo_ev=-4.744 homo_ev=-11.90
C -1.195 -4.960 4.938
C -1.427 -3.821 3.903
C -0.103 -3.435 3.194
C 0.313 -1.975 3.346
C 1.523 -1.764 2.425
N 0.761 -1.601 4.698
C 0.046 -1.760 5.839
N 0.322 -2.744 6.703
N -1.022 -0.966 6.149
H -1.667 -5.872 4.593
H -1.585 -4.671 5.909
H -0.140 -5.194 5.088
H -1.795 -2.945 4.442
H -2.180 -4.131 3.190
H 0.744 -4.065 3.469
H -0.250 -3.583 2.125
H -0.481 -1.319 2.971
H 1.315 -2.147 1.434
H 2.328 -2.387 2.822
H 1.861 -0.730 2.416
H 1.650 -1.131 4.795
H 0.857 -2.414 7.513
H 0.881 -3.450 6.227
H -1.382 -0.542 5.289
H -0.695 -0.186 6.728
O -2.798 0.222 2.896
S -2.765 0.844 1.596
O -2.429 2.221 1.443
O -4.132 0.558 0.853
C -5.363 0.952 1.504
C -5.585 2.452 1.463
C -1.725 -0.110 0.544
H -5.379 0.574 2.528
H -6.159 0.448 0.962
H -4.836 2.981 2.051
H -6.566 2.699 1.867
H -5.515 2.826 0.442
H -1.996 -1.159 0.638
H -0.700 0.048 0.876
H -1.838 0.232 -0.481
O -4.633 7.416 0.483
S -4.229 6.636 -0.647
O -4.460 5.224 -0.689
O -2.691 6.925 -0.946
C -1.741 6.721 0.121
C -1.482 5.253 0.391
C -4.883 7.358 -2.114
H -2.077 7.237 1.023
H -0.821 7.206 -0.201
H -2.372 4.759 0.775
H -0.687 5.134 1.128
H -1.197 4.738 -0.527
H -4.682 8.425 -2.103
H -5.955 7.172 -2.114
H -4.421 6.880 -2.975
O -0.010 -3.144 -1.762
S 0.438 -4.007 -2.815
O 0.214 -5.420 -2.744
O 1.985 -3.738 -3.073
C 2.891 -3.847 -1.960
C 3.133 -5.288 -1.559
C -0.154 -3.414 -4.360
H 2.521 -3.260 -1.117
H 3.823 -3.390 -2.287
H 2.222 -5.740 -1.170
H 3.897 -5.352 -0.784
H 3.449 -5.881 -2.419
H 0.044 -2.349 -4.432
H -1.225 -3.607 -4.388
H 0.344 -3.957 -5.158
O 2.112 -1.648 -5.919
S 3.411 -1.475 -5.341
O 3.562 -1.092 -3.970
O 4.250 -0.481 -6.256
C 3.692 0.819 -6.538
C 3.769 1.756 -5.349
C 4.376 -2.918 -5.632
H 2.666 0.714 -6.896
H 4.281 1.222 -7.360
H 3.138 1.410 -4.530
H 3.437 2.755 -5.632
H 4.790 1.812 -4.970
H 4.291 -3.196 -6.679
H 3.974 -3.705 -4.996
H 5.408 -2.709 -5.364
O 4.064 -8.869 -1.209
S 2.781 -9.086 -0.614
O 2.432 -8.469 0.630
O 2.522 -10.654 -0.510
C 3.497 -11.458 0.183
C 3.428 -11.287 1.688
C 1.520 -8.731 -1.793
H 4.497 -11.240 -0.196
H 3.271 -12.490 -0.079
H 3.711 -10.278 1.985
H 4.104 -11.987 2.180
H 2.413 -11.459 2.047
H 1.764 -9.226 -2.729
H 1.492 -7.653 -1.931
H 0.568 -9.080 -1.402
O 0.577 10.678 0.003
S -0.030 11.801 0.651
O -0.270 11.791 2.059
O -1.386 12.156 -0.108
C -2.363 11.108 -0.255
C -3.093 10.803 1.038
C 0.848 13.269 0.234
H -1.888 10.213 -0.662
H -3.073 11.464 -1.000
H -2.418 10.384 1.784
H -3.890 10.079 0.864
H -3.522 11.710 1.465
H 1.004 13.295 -0.841
H 1.802 13.233 0.756
H 0.272 14.128 0.568



Entry 2:
92
Properties=species:S:1:pos:R:3 method="wB97M-V/def2-TZVPD" multiplicity=2 total_energy_ev=-69200.269 total_charge=0 lumo_ev="-0.213 / -0.706" homo_ev="-8.57 / -8.57" s_squared=0.7544
C -3.672 -3.643 -1.547
C -2.254 -3.236 -2.336
C -1.082 -4.135 -1.683
C 0.223 -3.413 -1.074
C 0.195 -1.802 -0.866
C -0.612 -1.252 0.449
P -1.573 -2.613 1.421
O -2.797 -1.922 2.465
I 0.014 -3.683 3.042
C 0.477 -0.626 1.499
C 1.012 0.879 1.156
C 2.508 0.800 0.412
C 1.327 1.631 2.616
N 0.141 1.695 0.234
O 0.227 3.020 0.557
C -1.329 1.364 0.340
C -2.093 2.343 -0.780
C -2.025 1.715 1.782
C -1.733 -0.173 -0.067
H -4.501 -2.823 -1.642
H -4.078 -4.689 -1.954
H -3.465 -3.834 -0.390
H -2.083 -2.088 -2.417
H -2.423 -3.624 -3.453
H -1.561 -4.822 -0.833
H -0.715 -4.909 -2.515
H 0.505 -3.970 -0.057
H 1.140 -3.651 -1.800
H -0.132 -1.280 -1.890
H 1.330 -1.459 -0.720
H -3.633 -1.912 1.883
H 0.007 -0.602 2.571
H 1.428 -1.348 1.507
H 3.016 1.852 0.522
H 2.402 0.517 -0.726
H 3.202 0.040 1.007
H 0.358 1.890 3.217
H 2.019 2.569 2.507
H 1.911 0.824 3.273
H -1.328 2.470 -1.669
H -3.065 1.862 -1.220
H -2.253 3.418 -0.314
H -3.161 1.406 1.697
H -1.995 2.858 2.047
H -1.570 1.031 2.641
H -1.893 -0.169 -1.249
H -2.823 -0.357 0.378
C 7.863 2.431 -2.910
C 7.713 3.935 -3.053
O 6.355 4.293 -3.336
C 5.504 4.254 -2.281
O 5.795 3.953 -1.133
O 4.267 4.578 -2.724
C 3.251 4.474 -1.727
H 7.469 1.921 -3.794
H 8.915 2.159 -2.786
H 7.306 2.050 -2.050
H 8.315 4.280 -3.900
H 8.075 4.465 -2.163
H 3.509 5.054 -0.836
H 3.083 3.422 -1.474
H 2.324 4.881 -2.143
C 0.775 4.826 -6.085
C 0.268 5.026 -4.668
O -0.917 5.829 -4.653
C -2.059 5.201 -5.030
O -2.158 4.030 -5.366
O -3.068 6.103 -4.997
C -4.313 5.593 -5.474
H 0.913 5.792 -6.582
H 1.729 4.292 -6.082
H 0.064 4.257 -6.691
H 1.023 5.565 -4.086
H 0.094 4.069 -4.161
H -4.594 4.676 -4.946
H -4.257 5.421 -6.553
H -5.084 6.346 -5.283
C -0.820 -8.309 8.248
C -2.057 -7.633 8.813
O -2.169 -6.286 8.342
C -2.608 -6.143 7.066
O -2.917 -7.048 6.306
O -2.619 -4.822 6.769
C -2.965 -4.539 5.413
H 0.072 -7.713 8.460
H -0.692 -9.303 8.684
H -0.879 -8.415 7.161
H -1.975 -7.582 9.903
H -2.968 -8.200 8.585
H -3.916 -5.007 5.141
H -2.162 -4.869 4.747
H -3.076 -3.455 5.310